[1]
{"formula": "C16H15NS", "method": "ωB97M-V with the def2-TZVPD basis set", "gap_ev": 5.3, "multiplicity": 1, "homo_energy_ev": -7.51, "total_charge": 0, "e_lumo_ev": -2.20, "species": ["S", "C", "N", "C", "C", "C", "C", "C", "C", "C", "C", "C", "C", "C", "C", "C", "C", "C", "H", "H", "H", "H", "H", "H", "H", "H", "H", "H", "H", "H", "H", "H", "H"], "xyz": [[-2.809, -1.980, 1.184], [-2.475, -3.049, 2.376], [-2.369, -3.902, 3.199], [3.976, -3.481, -0.354], [2.736, -2.656, -0.203], [1.805, -3.020, 0.789], [0.645, -2.298, 0.983], [0.372, -1.137, 0.213], [-0.720, -0.338, 0.629], [-1.024, 0.952, 0.112], [-2.322, 1.474, 0.383], [-2.658, 2.744, -0.031], [-1.728, 3.574, -0.691], [-2.163, 4.927, -1.159], [-0.416, 3.113, -0.838], [-0.057, 1.845, -0.447], [1.289, -0.814, -0.834], [2.434, -1.553, -1.012], [4.714, -3.020, -1.010], [4.448, -3.662, 0.611], [3.759, -4.469, -0.759], [1.986, -3.912, 1.371], [-0.108, -2.575, 1.717], [-1.299, -0.665, 1.603], [-2.999, 0.830, 0.949], [-3.652, 3.136, 0.149], [-1.458, 5.358, -1.865], [-3.129, 4.840, -1.646], [-2.302, 5.653, -0.356], [0.363, 3.775, -1.269], [0.999, 1.549, -0.455], [1.067, 0.034, -1.486], [3.095, -1.276, -1.850]], "mulliken_charge": [-0.26, 0.50, -0.57, -1.40, 0.90, -0.84, -0.70, 1.16, -0.75, 0.12, -0.73, -0.63, 0.93, -1.39, -0.65, -0.77, -0.53, -0.84, 0.38, 0.36, 0.32, 0.44, 0.20, 0.93, 0.45, 0.40, 0.37, 0.37, 0.29, 0.31, 0.61, 0.75, 0.31]}


[2]
{"formula": "C3H7N2", "method": "ωB97M-V with the def2-TZVPD basis set", "gap_ev": 10.9, "multiplicity": 1, "smiles": "CN1CC1=[NH2+]", "homo_energy_ev": -15.05, "total_charge": 1, "e_lumo_ev": -4.16, "species": ["C", "C", "C", "N", "N", "H", "H", "H", "H", "H", "H", "H"], "xyz": [[-0.829, 0.126, -0.003], [-0.559, -1.280, -0.182], [1.795, 0.384, 0.059], [0.470, 0.120, -0.338], [-1.785, 0.969, 0.138], [-0.542, -2.073, 0.577], [-0.718, -1.881, -1.060], [2.448, -0.439, -0.439], [2.139, 1.417, -0.108], [2.171, 0.117, 1.172], [-2.655, 0.564, 0.027], [-1.933, 1.976, 0.155]], "mulliken_charge": [0.66, -0.61, -0.61, -0.12, -0.31, 0.28, 0.29, 0.28, 0.30, 0.30, 0.26, 0.27]}


[3]
{"formula": "C5H4S3", "method": "ωB97M-V with the def2-TZVPD basis set", "gap_ev": 7.2, "multiplicity": 1, "smiles": "C=C1CC(=S)C(=S)S1", "homo_energy_ev": -8.92, "total_charge": 0, "e_lumo_ev": -1.75, "species": ["C", "C", "C", "C", "C", "H", "H", "H", "H", "S", "S", "S"], "xyz": [[-1.831, -0.909, 0.847], [-0.864, -0.190, 0.287], [0.617, -0.260, 0.627], [1.400, 0.285, -0.539], [0.548, 1.187, -1.398], [-1.603, -1.607, 1.626], [-2.865, -0.826, 0.534], [0.908, -1.240, 0.897], [0.803, 0.412, 1.491], [2.948, -0.056, -0.848], [1.076, 2.195, -2.547], [-1.138, 1.010, -0.977]], "mulliken_charge": [-0.86, 0.49, -0.60, 0.05, 0.25, 0.28, 0.27, 0.37, 0.27, -0.19, -0.20, -0.12]}


[4]
{"formula": "C26H31BrCsN5O7", "method": "ωB97M-V with the def2-TZVPD basis set", "gap_ev": 3.9, "multiplicity": 1, "homo_energy_ev": -0.17, "total_charge": -2, "e_lumo_ev": 3.75, "species": ["Cs", "C", "N", "C", "C", "O", "C", "O", "C", "C", "O", "N", "C", "C", "H", "H", "H", "H", "H", "H", "H", "H", "H", "H", "H", "H", "H", "H", "H", "H", "C", "C", "O", "C", "C", "C", "N", "N", "C", "O", "C", "C", "C", "C", "C", "C", "H", "H", "H", "H", "H", "H", "H", "H", "H", "H", "H", "H", "Br", "C", "C", "N", "C", "C", "C", "C", "O", "O", "H", "H", "H"], "xyz": [[0.013, -0.596, 0.806], [3.685, -3.676, -3.153], [3.999, -2.336, -3.595], [5.027, -2.228, -4.601], [3.431, -1.279, -2.929], [2.642, -1.439, -2.035], [3.844, 0.112, -3.429], [3.815, 1.085, -2.422], [2.597, 1.792, -2.261], [2.559, 2.408, -0.869], [3.311, 2.052, 0.019], [1.675, 3.423, -0.694], [0.767, 3.881, -1.725], [1.383, 3.871, 0.650], [4.570, -4.169, -2.741], [3.305, -4.270, -3.988], [2.921, -3.609, -2.381], [5.186, -3.213, -5.038], [5.977, -1.887, -4.176], [4.734, -1.545, -5.401], [3.185, 0.381, -4.271], [4.880, 0.093, -3.777], [1.713, 1.150, -2.359], [2.534, 2.574, -3.033], [0.120, 3.072, -2.079], [1.322, 4.278, -2.579], [0.159, 4.686, -1.317], [1.998, 3.301, 1.346], [0.332, 3.699, 0.890], [1.608, 4.939, 0.752], [3.747, -3.201, 3.463], [2.337, -2.601, 3.243], [1.863, -2.633, 2.088], [1.756, -2.090, 4.399], [0.486, -1.479, 4.522], [0.059, -1.030, 5.913], [-0.292, -1.294, 3.505], [-1.571, -0.917, 3.694], [-2.083, 0.084, 3.018], [-1.472, 0.977, 2.365], [-3.571, 0.110, 3.103], [-4.283, 0.963, 2.258], [-5.663, 0.985, 2.270], [-6.365, 0.157, 3.133], [-5.668, -0.696, 3.978], [-4.288, -0.722, 3.965], [4.153, -3.543, 2.514], [3.705, -4.046, 4.150], [4.417, -2.453, 3.884], [2.340, -2.155, 5.311], [0.712, -1.441, 6.683], [-0.968, -1.349, 6.089], [0.079, 0.059, 5.971], [-3.710, 1.592, 1.589], [-6.214, 1.632, 1.595], [-7.449, 0.167, 3.141], [-6.222, -1.356, 4.638], [-3.731, -1.393, 4.602], [-6.659, -0.040, -1.821], [-5.070, 0.588, -2.697], [-5.198, 1.252, -3.901], [-4.144, 1.737, -4.561], [-2.944, 1.542, -4.017], [-2.719, 0.857, -2.836], [-3.829, 0.364, -2.135], [-1.300, 0.600, -2.316], [-1.177, -0.303, -1.479], [-0.407, 1.317, -2.809], [-6.168, 1.415, -4.359], [-2.103, 1.953, -4.563], [-3.679, -0.161, -1.203]], "mulliken_charge": [1.08, -1.09, 0.16, -1.04, 0.57, -0.56, -0.47, -0.42, 0.05, 0.43, -0.68, 0.18, -0.96, -1.15, 0.36, 0.35, 0.30, 0.35, 0.33, 0.35, 0.23, 0.37, 0.20, 0.18, 0.29, 0.34, 0.41, 0.34, 0.43, 0.32, -1.31, 0.68, -0.73, -0.60, 0.53, -1.18, -0.13, -0.39, 0.04, -0.96, 0.30, -0.48, -0.55, -0.37, -0.56, -0.14, 0.32, 0.30, 0.30, 0.08, 0.34, 0.27, 0.22, 0.46, 0.40, 0.35, 0.35, 0.42, -0.24, 0.02, -0.15, -0.69, -0.07, 0.09, -0.44, 0.39, -0.76, -0.85, 0.35, 0.48, 0.65]}


[5]
{"formula": "C4H11N2OS", "method": "ωB97M-V with the def2-TZVPD basis set", "gap_ev": 10.5, "multiplicity": 1, "smiles": "NC(=O)[C@@H]([NH3+])CCS", "homo_energy_ev": -13.56, "total_charge": 1, "e_lumo_ev": -3.10, "species": ["N", "C", "C", "C", "S", "C", "N", "O", "H", "H", "H", "H", "H", "H", "H", "H", "H", "H", "H"], "xyz": [[0.975, -1.229, 0.493], [0.175, -0.416, -0.505], [-0.642, 0.649, 0.220], [-1.779, 0.166, 1.152], [-1.267, -0.727, 2.636], [1.232, 0.107, -1.503], [0.888, 1.121, -2.308], [2.329, -0.424, -1.518], [1.539, -0.577, 1.014], [1.612, -1.871, 0.020], [0.379, -1.723, 1.152], [-0.436, -1.137, -1.031], [-1.088, 1.287, -0.534], [0.055, 1.262, 0.781], [-2.439, 1.005, 1.361], [-2.342, -0.602, 0.612], [-0.666, 0.250, 3.331], [1.533, 1.385, -3.017], [-0.057, 1.475, -2.356]], "mulliken_charge": [-0.19, -0.20, -0.65, -0.81, -0.25, 0.45, -0.30, -0.61, 0.37, 0.39, 0.21, 0.38, 0.45, 0.37, 0.40, 0.36, 0.18, 0.28, 0.19]}


[6]
{"formula": "C3H8FP", "method": "ωB97M-V with the def2-TZVPD basis set", "gap_ev": [8.4, 8.1], "multiplicity": 1, "homo_energy_ev": [-8.96, -8.03], "total_charge": 0, "e_lumo_ev": [-0.57, 0.09], "species": ["C", "C", "C", "F", "P", "H", "H", "H", "H", "H", "H", "H", "H"], "xyz": [[-1.861, -1.453, 0.278], [2.773, 1.848, -0.067], [-0.476, -0.850, 0.097], [-1.845, 1.376, -0.706], [-0.520, 0.513, -1.155], [-2.253, -2.117, -0.595], [-1.907, -2.081, 1.079], [-2.568, -0.710, 0.466], [2.320, 2.293, -0.890], [2.864, 0.826, 0.096], [3.456, 2.411, 0.566], [0.325, -1.534, -0.288], [-0.310, -0.521, 1.119]], "mulliken_charge": [-1.20, -0.88, -0.38, -0.29, 0.21, 0.29, 0.40, 0.37, 0.31, 0.29, 0.28, 0.31, 0.29]}